[1]
Density functional theory data (ωB97M-V/def2-TZVPD) for a gas-phase ion, C4H10N4 (charge +2).

For the total energy, the calculation gives -10247.885 eV. The LUMO energy (spin up / spin down) is -9.7600 / -9.7602 eV. As for the charge: +2. The HOMO energy (spin up / spin down) comes out at -0.7235 / -0.7235 Eh. The gap between HOMO and LUMO (spin up / spin down) comes out at 9.93 / 9.93 eV.

The geometry in XYZ format:
```
18
C4H10N4 | the OMol25 dataset | ωB97M-V/def2-TZVPD
C -1.113 -0.168 1.242
N -0.235 -0.284 -0.014
C -1.112 -0.303 -1.305
N 0.686 -1.399 -0.050
C 1.964 -0.895 -0.094
N 2.116 0.347 0.027
C 0.535 0.908 0.047
N 0.439 2.170 0.067
H -0.427 0.250 1.956
H -2.086 0.279 1.129
H -1.553 -1.107 1.528
H -0.482 0.216 -1.993
H -1.196 -1.440 -1.622
H -2.042 0.054 -1.224
H 0.621 -2.325 0.316
H 2.887 -1.636 -0.186
H 1.447 2.652 0.095
H -0.449 2.681 0.080
```

---

[2]
Density functional theory data (ωB97M-V/def2-TZVPD) for 2 unconnected molecules or ions with the total composition C4H10N4.

For the total energy, the calculation gives -10251.076 eV. The LUMO energy is -7.0491 eV. As for the charge: +2. The HOMO energy comes out at -0.5921 Eh. The gap between HOMO and LUMO comes out at 9.06 eV.

The geometry in XYZ format:
```
18
C4H10N4 | the OMol25 dataset | ωB97M-V/def2-TZVPD
C -0.692 -1.134 0.274
C 3.591 0.352 -0.096
C -2.609 0.167 0.561
C -0.566 -0.134 -0.660
N -1.804 -1.018 1.038
N 4.403 0.620 -1.103
N 2.936 0.154 0.820
N -1.770 0.764 -0.437
H -0.001 -1.944 0.359
H -3.452 -0.211 -0.001
H -2.938 0.823 1.391
H -0.030 0.145 -1.564
H 5.234 0.056 -1.284
H 4.754 1.463 -1.395
H -2.077 -1.566 1.787
H 2.057 -0.065 1.291
H -2.446 0.934 -1.220
H -1.303 1.761 -0.186
```

---

[3]
Density functional theory data (ωB97M-V/def2-TZVPD) for a gas-phase ion, C4H10N4 (charge +2).

For the total energy, the calculation gives -10247.829 eV. The LUMO energy is -7.7641 eV. As for the charge: +2. The HOMO energy comes out at -0.6841 Eh. The gap between HOMO and LUMO comes out at 10.85 eV.

The geometry in XYZ format:
```
18
C4H10N4 | the OMol25 dataset | ωB97M-V/def2-TZVPD
C 1.147 0.330 1.270
C 0.812 0.184 -0.211
N 2.045 0.252 -1.117
C -0.590 -0.782 -0.613
N -0.313 0.546 -0.856
N -1.282 1.333 -0.411
C -2.359 1.264 0.108
N -3.563 1.097 0.392
H 1.966 1.018 1.285
H 1.266 -0.663 1.808
H 0.306 0.914 1.868
H 2.502 -0.572 -0.780
H 2.692 1.185 -0.957
H 1.866 0.291 -2.152
H -0.850 -1.264 0.263
H -0.727 -1.500 -1.445
H -4.465 1.311 -0.099
H -3.612 0.997 1.400
```

---

[4]
Density functional theory data (ωB97M-V/def2-TZVPD) for 3 unconnected molecules or ions with the total composition C4H10N4.

For the total energy, the calculation gives -10250.703 eV. The LUMO energy is -5.7792 eV. As for the charge: +2. The HOMO energy comes out at -0.5632 Eh. The gap between HOMO and LUMO comes out at 9.55 eV.

The geometry in XYZ format:
```
18
C4H10N4 | the OMol25 dataset | ωB97M-V/def2-TZVPD
C -8.448 -2.321 -1.068
C 13.218 -0.553 0.056
C 12.454 -1.635 -0.437
C -7.822 1.889 1.229
N 13.731 0.358 0.497
N -8.598 -1.546 -0.239
N -8.743 1.468 -0.884
N -8.275 1.036 0.139
H -8.229 -2.838 -1.905
H 12.908 -2.048 -1.367
H 11.502 -1.076 -0.612
H 12.466 -2.492 0.331
H -7.666 2.912 0.745
H -8.480 2.054 2.088
H -6.812 1.590 1.603
H 14.167 1.228 0.702
H -9.017 2.479 -0.801
H -8.359 -0.507 -0.076
```

---

[5]
Density functional theory data (ωB97M-V/def2-TZVPD) for C4H10N4O in the gas phase.

For the total energy, the calculation gives -12314.311 eV. The LUMO energy is 0.7071 eV. The HOMO energy comes out at -0.2769 Eh. The gap between HOMO and LUMO comes out at 8.24 eV.

The geometry in XYZ format:
```
19
C4H10N4O | the OMol25 dataset | ωB97M-V/def2-TZVPD
C -0.662 -0.057 -1.454
C 0.415 0.430 2.358
N 0.518 0.746 0.938
C 1.515 0.195 0.037
C 0.049 -0.544 -0.172
N -2.029 -0.517 -1.572
O -0.640 1.362 -1.453
N 2.741 0.437 0.145
N -0.106 -1.708 0.339
H -1.327 1.644 -2.070
H 0.343 1.714 0.667
H -0.105 -0.448 -2.316
H -2.503 -0.498 -0.676
H -2.081 -1.462 -1.930
H 3.254 0.066 -0.659
H -0.525 -2.375 -0.304
H 0.173 -0.625 2.453
H 1.364 0.634 2.861
H -0.394 1.006 2.808
```

---

[6]
Density functional theory data (ωB97M-V/def2-TZVPD) for a gas-phase ion, C4H10N5 (charge +1).

For the total energy, the calculation gives -11748.616 eV. The LUMO energy (spin up / spin down) is -5.7998 / -5.8022 eV. As for the charge: +1. The HOMO energy (spin up / spin down) comes out at -0.5034 / -0.5034 Eh. The gap between HOMO and LUMO (spin up / spin down) comes out at 7.90 / 7.90 eV.

The geometry in XYZ format:
```
19
C4H10N5 | the OMol25 dataset | ωB97M-V/def2-TZVPD
C 1.435 0.477 0.345
C 0.463 1.329 -0.454
C -0.286 2.445 0.323
N -0.548 0.317 -0.900
N -0.669 -0.409 -1.825
C -1.056 -1.632 -1.853
N -0.896 -2.320 -0.667
N -0.494 -1.658 0.315
N -0.308 -2.249 1.438
H 1.178 -0.540 0.321
H 1.377 0.878 1.435
H 2.454 0.522 0.193
H 0.856 1.703 -1.406
H -0.191 2.315 1.453
H -1.303 2.272 0.134
H -0.004 3.418 0.051
H -1.149 -2.182 -2.797
H 0.007 -1.652 2.199
H -0.865 -3.033 1.696
```

---

[7]
Density functional theory data (ωB97M-V/def2-TZVPD) for a molecular structure, C4H10N5O.

For the total energy, the calculation gives -13796.010 eV. The LUMO energy is -3.4030 eV. As for the charge: +1. The HOMO energy comes out at -0.4852 Eh. The gap between HOMO and LUMO comes out at 9.80 eV.

The geometry in XYZ format:
```
20
C4H10N5O | the OMol25 dataset | ωB97M-V/def2-TZVPD
C 0.384 1.439 0.201
C -0.780 0.817 0.025
C 1.568 0.769 -0.099
C -3.074 0.097 -0.069
N 1.832 -0.497 -0.317
N -0.466 -0.855 -0.713
N 2.738 1.485 -0.134
N 0.375 -1.859 0.999
N 0.724 -1.379 -0.237
O -2.019 1.031 0.124
H 0.536 2.446 0.514
H -3.385 -0.303 0.817
H -2.571 -0.737 -0.698
H -3.866 0.626 -0.718
H -0.304 -0.590 -1.699
H 2.759 2.477 -0.191
H 3.648 1.074 -0.148
H 1.004 -2.562 1.476
H -0.081 -1.207 1.723
H 0.979 -2.272 -0.856
```

---

[8]
Density functional theory data (ωB97M-V/def2-TZVPD) for a gas-phase ion, C4H10NO (charge -1).

For the total energy, the calculation gives -7845.676 eV. The LUMO energy is 4.1827 eV. As for the charge: -1. The HOMO energy comes out at -0.0817 Eh. The gap between HOMO and LUMO comes out at 6.41 eV.

The geometry in XYZ format:
```
16
C4H10NO | the OMol25 dataset | ωB97M-V/def2-TZVPD
C -1.512 -1.868 0.222
N -0.413 -1.325 -0.658
C -0.372 0.150 -0.439
C 0.984 0.879 -0.668
C 1.291 1.632 0.734
O 0.477 1.398 1.765
H -2.391 -1.946 -0.464
H -1.902 -1.053 0.850
H -1.308 -2.898 0.514
H 0.461 -1.746 -0.364
H -0.744 0.466 0.536
H -0.894 0.519 -1.371
H 1.745 0.060 -0.724
H 0.998 1.587 -1.515
H 2.391 1.411 1.054
H 1.189 2.732 0.527
```

---

> Which of these has the highest total energy?

C4H10NO

---

> What is the total energy in the sixth record?

-11748.616 eV

---

> The lowest total energy belongs to which entry?

C4H10N5O

---

> total energy of number 5 (C4H10N4O)?

-12314.311 eV